Entry from the Open Molecules 2025 dataset: C16H35NOP2SiTc as an isolated structure (ωB97M-V/def2-TZVPD).

Summary:
Frontier orbital gap (alpha / beta)   0.2563 / 0.2099 Eh
Relative energy (zero: lowest compared OMol25 entry of this formula, charge and spin)   0.0 kJ/mol
2S+1   4
<S²>   3.810
Total charge   +2

The geometry in XYZ format:
```
57
Properties=species:S:1:pos:R:3:lowdin_spin:R:1
Tc -0.483 0.764 -0.247 0.960
H 0.057 1.849 1.423 0.200
H 1.830 2.223 -0.592 0.207
P -1.370 2.822 0.695 0.054
P 1.563 1.110 -1.552 0.156
C 1.213 -0.063 -2.997 0.147
H 2.155 -0.192 -3.551 0.008
H 0.858 -1.027 -2.605 0.006
H 0.448 0.391 -3.646 0.003
C 2.313 2.453 -2.659 0.090
H 2.757 3.217 -2.010 0.002
H 3.085 2.002 -3.297 0.006
H 1.504 2.891 -3.250 0.004
C 3.097 0.240 -0.938 0.016
H 2.799 -0.649 -0.375 0.002
H 3.733 -0.029 -1.794 0.000
H 3.639 0.927 -0.276 0.001
C -1.288 4.552 -0.011 0.004
H -2.035 5.158 0.535 0.000
H -0.282 4.968 0.136 0.000
H -1.543 4.510 -1.077 0.000
C -3.201 2.612 0.583 0.022
H -3.479 1.674 1.081 0.001
H -3.654 3.479 1.093 0.003
H -3.492 2.592 -0.476 0.000
C -1.223 3.346 2.490 0.018
H -0.235 3.782 2.665 0.003
H -2.000 4.095 2.727 0.002
H -1.339 2.477 3.148 0.002
C -1.922 0.572 -1.434 0.066
O -2.831 0.436 -2.210 0.062
H -0.390 2.136 -1.233 -0.006
C -1.092 -2.637 -2.454 -0.001
Si -0.710 -2.766 -0.647 0.041
C -2.254 -3.063 0.351 0.033
C 0.376 -4.285 -0.483 0.004
N 0.061 -1.224 0.035 0.473
C 0.606 -1.494 1.313 0.095
C -0.082 -1.050 2.466 0.097
C 0.383 -1.356 3.742 0.001
C 1.571 -2.082 3.909 0.113
C 2.289 -2.504 2.787 0.001
C 1.825 -2.221 1.500 0.086
H -1.792 -3.471 -2.696 0.000
H -0.210 -2.770 -3.112 0.000
H -1.608 -1.693 -2.727 0.001
H -2.764 -3.988 0.022 0.004
H -2.040 -3.168 1.431 0.001
H -2.960 -2.221 0.225 0.000
H 1.327 -4.198 -1.036 0.000
H 0.616 -4.547 0.561 0.001
H -0.159 -5.156 -0.913 0.001
H -1.011 -0.484 2.317 0.007
H -0.196 -1.023 4.606 -0.001
H 1.927 -2.309 4.915 0.005
H 3.221 -3.055 2.917 -0.001
H 2.389 -2.555 0.627 0.002
```

---

Entry from the Open Molecules 2025 dataset: C16H36AuNO7P2SSe as an isolated structure (ωB97M-V/def2-TZVPD).

Summary:
Frontier orbital gap (alpha / beta)   0.2275 / 0.2267 Eh
Relative energy (zero: lowest compared OMol25 entry of this formula, charge and spin)   0.0 kJ/mol
Total charge   +2

The geometry in XYZ format:
```
65
Properties=species:S:1:pos:R:3:nbo_charge:R:1
Au -1.852 1.538 1.279 1.502
C -1.221 -4.752 0.874 -0.638
C -2.361 -3.764 0.923 0.131
C -2.632 -3.183 2.288 -0.650
O -2.081 -2.690 -0.083 -0.847
P -1.434 -1.303 0.002 2.516
O -2.176 -0.401 0.987 -1.069
C 0.264 -1.427 0.585 -1.285
P 1.134 0.154 0.759 2.511
O 0.215 1.258 1.237 -1.144
O 2.245 -0.026 1.806 -0.832
C 3.624 -0.587 1.715 0.128
C 3.648 -1.852 0.889 -0.655
C 4.556 0.492 1.222 -0.640
O 1.801 0.409 -0.618 -0.868
C 1.523 1.229 -1.817 0.147
C 1.022 2.605 -1.452 -0.645
C 2.818 1.252 -2.594 -0.634
O -1.431 -0.668 -1.404 -0.859
C -1.388 -1.297 -2.761 0.132
C -0.202 -2.228 -2.861 -0.654
C -2.717 -1.939 -3.076 -0.646
H -1.479 -5.620 1.481 0.253
H -0.303 -4.325 1.280 0.201
H -1.041 -5.095 -0.144 0.233
H -3.268 -4.209 0.518 0.220
H -1.739 -2.729 2.723 0.202
H -2.940 -3.994 2.948 0.256
H -3.432 -2.445 2.260 0.241
H 0.841 -2.043 -0.107 0.308
H 0.245 -1.927 1.557 0.303
H 3.830 -0.820 2.758 0.217
H 3.407 -1.651 -0.157 0.213
H 2.974 -2.608 1.291 0.217
H 4.656 -2.265 0.920 0.258
H 4.375 0.717 0.171 0.213
H 5.585 0.146 1.324 0.246
H 4.445 1.400 1.812 0.231
H 0.757 0.683 -2.369 0.187
H 1.736 3.113 -0.801 0.217
H 0.048 2.568 -0.968 0.204
H 0.923 3.189 -2.368 0.248
H 3.587 1.792 -2.042 0.224
H 2.661 1.758 -3.546 0.241
H 3.172 0.242 -2.797 0.231
H -1.243 -0.421 -3.391 0.208
H -0.328 -3.096 -2.210 0.218
H 0.735 -1.722 -2.623 0.212
H -0.129 -2.597 -3.884 0.259
H -2.865 -2.856 -2.509 0.225
H -2.736 -2.184 -4.138 0.247
H -3.537 -1.250 -2.872 0.238
C 0.485 4.909 1.878 -0.808
S -1.033 4.534 1.027 1.235
C -2.026 5.942 1.466 -0.799
O -1.672 3.424 1.925 -0.898
H 0.276 5.012 2.941 0.266
H 0.883 5.837 1.465 0.266
H 1.172 4.087 1.691 0.261
H -1.631 6.807 0.933 0.268
H -1.991 6.088 2.544 0.264
H -3.040 5.729 1.133 0.278
Se -5.542 -0.001 -0.287 0.243
C -4.442 1.101 0.400 0.085
N -3.733 1.962 0.868 -0.633
```

---

Entry from the Open Molecules 2025 dataset: a 10-piece molecular cluster, C16H36BN3O32S6 overall (ωB97M-V/def2-TZVPD).

Summary:
Frontier orbital gap (alpha / beta)   0.1181 / 0.2616 Eh
2S+1   2
<S²>   0.754
Total charge   +1

The geometry in XYZ format:
```
94
Properties=species:S:1:pos:R:3:lowdin_spin:R:1
N 4.712 3.330 -1.242 0.000
H 4.402 3.682 -2.136 0.000
H 4.599 2.327 -1.220 0.000
H 4.005 3.581 -0.566 0.000
H 5.633 3.710 -1.076 0.000
N 0.252 3.263 5.108 0.000
H 0.720 3.156 5.997 0.000
H 0.895 3.070 4.353 0.000
H -0.085 4.204 4.966 0.000
H -0.541 2.643 5.189 0.000
N -1.052 -4.120 -1.721 0.000
H -0.804 -4.977 -2.195 0.000
H -2.025 -3.854 -1.769 0.000
H -0.503 -3.338 -2.048 -0.001
H -0.822 -4.346 -0.764 0.000
O -1.776 -1.237 -1.274 0.199
C -0.776 -0.704 -0.731 0.224
O -0.715 0.403 0.043 0.071
B 0.712 0.763 0.303 0.012
O 1.461 -0.364 -0.291 0.069
C 0.656 -1.162 -1.019 0.229
O 1.048 -2.090 -1.743 0.184
O 1.007 2.096 -0.302 0.003
C 1.668 2.764 0.511 0.001
O 2.368 3.739 0.298 0.001
C 1.509 2.109 1.949 0.000
O 0.936 0.961 1.761 0.002
O 1.975 2.604 2.992 0.000
C -4.115 2.690 -0.651 0.000
C -3.832 1.164 -0.971 0.000
O -4.982 0.681 -1.675 0.000
S -6.244 1.790 -1.684 0.000
O -7.039 1.540 -0.466 0.000
O -6.845 1.883 -3.025 0.000
O -5.302 3.052 -1.400 0.000
H -3.264 3.364 -0.753 0.000
H -4.333 2.777 0.414 0.000
H -3.798 0.475 -0.127 0.000
H -2.919 0.972 -1.535 0.000
C 3.945 -2.893 1.682 0.000
C 5.450 -2.861 2.186 0.000
O 5.792 -1.464 2.185 0.000
S 5.089 -0.720 0.844 0.000
O 5.908 -0.870 -0.382 0.000
O 4.598 0.583 1.289 0.000
O 3.799 -1.822 0.770 0.000
H 3.314 -2.750 2.559 0.000
H 3.917 -3.875 1.210 0.000
H 6.096 -3.336 1.448 0.000
H 5.476 -3.189 3.225 0.000
C 1.562 -3.366 -5.992 0.000
C 1.133 -4.590 -5.169 0.000
O 0.024 -4.212 -4.459 0.000
S -0.740 -2.879 -5.069 0.000
O -0.430 -1.672 -4.305 0.001
O -2.158 -3.129 -5.477 0.000
O 0.338 -2.916 -6.345 0.000
H 2.102 -3.757 -6.854 0.000
H 2.132 -2.696 -5.348 0.000
H 2.008 -4.783 -4.549 0.000
H 0.957 -5.487 -5.762 0.000
C -5.305 -2.839 -3.793 0.000
C -4.861 -2.486 -2.416 0.000
O -4.376 -3.707 -1.867 0.000
S -4.849 -5.109 -2.628 0.000
O -5.848 -5.867 -1.811 0.000
O -3.606 -5.724 -3.134 0.000
O -5.494 -4.261 -3.897 0.000
H -4.630 -2.627 -4.622 0.000
H -6.253 -2.417 -4.125 0.000
H -5.730 -2.156 -1.847 0.000
H -4.064 -1.744 -2.376 0.000
C 0.129 6.181 -0.223 0.000
C 0.017 7.363 0.696 0.000
O -1.106 7.208 1.495 0.000
S -1.434 5.585 1.757 0.000
O -2.921 5.296 1.901 0.000
O -0.572 5.082 2.759 0.000
O -0.917 5.256 0.236 0.000
H 1.096 5.723 -0.430 0.000
H -0.262 6.592 -1.154 0.000
H -0.028 8.328 0.192 0.000
H 0.948 7.323 1.262 0.000
C 1.561 -0.753 4.907 0.000
C 2.969 -1.262 5.272 0.000
O 3.207 -1.045 6.679 0.000
S 1.725 -1.023 7.481 0.000
O 1.459 0.346 8.001 0.000
O 1.639 -2.186 8.320 0.000
O 0.798 -1.187 6.022 0.000
H 1.293 -1.211 3.955 0.000
H 1.570 0.310 4.665 0.000
H 3.705 -0.662 4.737 0.000
H 3.044 -2.242 4.800 0.000
```

---

Entry from the Open Molecules 2025 dataset: a 2-piece molecular cluster, C16H36BNO3P overall (ωB97M-V/def2-TZVPD).

Summary:
Frontier orbital gap   0.1939 Eh
Relative energy (zero: lowest compared OMol25 entry of this formula, charge and spin)   19.4 kJ/mol
Total charge   -1

The geometry in XYZ format:
```
58
Properties=species:S:1:pos:R:3:nbo_charge:R:1
C 2.228 3.954 0.983 -0.611
C 2.380 3.309 -0.393 -0.388
C 2.257 1.781 -0.425 -0.400
C 3.134 1.044 0.579 -0.402
C 3.092 -0.490 0.454 -0.383
C 1.711 -1.090 0.232 -0.401
C 0.758 -0.850 1.403 -0.392
C -0.490 -1.729 1.373 -0.388
C -1.617 -1.205 0.472 -0.397
C -2.994 -1.683 0.923 -0.380
C -4.156 -1.167 0.085 -0.394
C -4.462 0.318 0.286 -0.382
C -5.406 0.885 -0.781 -0.614
B -7.010 0.643 -0.470 -0.499
P -7.922 2.185 0.275 1.131
N -9.359 1.972 0.968 -1.379
H 2.815 3.453 1.747 0.200
H 1.182 3.967 1.288 0.206
H 2.555 4.992 0.946 0.202
H 3.337 3.591 -0.834 0.187
H 1.589 3.706 -1.030 0.201
H 2.554 1.447 -1.422 0.205
H 1.208 1.500 -0.317 0.198
H 2.871 1.323 1.598 0.191
H 4.162 1.363 0.389 0.195
H 3.467 -0.906 1.394 0.183
H 3.789 -0.786 -0.326 0.217
H 1.815 -2.168 0.092 0.195
H 1.275 -0.696 -0.688 0.201
H 0.474 0.202 1.438 0.196
H 1.314 -1.056 2.323 0.187
H -0.202 -2.724 1.029 0.188
H -0.878 -1.842 2.387 0.195
H -1.457 -1.581 -0.542 0.190
H -1.577 -0.118 0.412 0.196
H -2.981 -2.777 0.891 0.185
H -3.138 -1.403 1.970 0.187
H -5.052 -1.728 0.364 0.211
H -3.993 -1.375 -0.975 0.184
H -4.899 0.439 1.280 0.192
H -3.516 0.873 0.294 0.166
H -5.190 1.954 -0.891 0.188
H -5.157 0.431 -1.743 0.188
H -7.622 0.405 -1.504 -0.020
H -7.218 -0.268 0.316 -0.027
H -8.028 3.193 -0.721 -0.123
H -7.064 2.878 1.177 -0.131
H -9.570 0.982 0.919 0.344
C 7.070 -3.331 -1.159 -0.099
C 8.054 -2.530 -1.993 -0.099
O 7.188 -1.671 -2.739 -0.492
C 6.018 -1.543 -2.064 0.968
O 5.160 -0.774 -2.334 -0.561
O 5.973 -2.424 -1.036 -0.488
H 7.442 -3.594 -0.173 0.203
H 6.725 -4.230 -1.672 0.185
H 8.715 -1.915 -1.380 0.184
H 8.647 -3.135 -2.673 0.201
```

---

Taking the records one at a time from the top gives electronic energy values of -1812.908952; -4830.282176; -5616.819468; -1277.938812 Ha.
Taking the records one at a time from the top gives max |F| values of 7.48; 0.40; 5.79; 0.95 eV Å⁻¹.